1.
Below is a molecular structure, C24H36BrCrN6O2S, with properties calculated with ωB97M-V/def2-TZVPD.

## Properties
- energy above the lowest of the compared OMol25 structures with the same formula, charge and spin (kJ/mol) = 0.0
- E_LUMO (spin up / spin down) (eV) = -5.792 / -6.212
- strongest force on any atom (eV Å⁻¹) = 0.47
- 2S+1 = 4
- charge = +2
- ⟨S²⟩ = 3.79

Atoms and positions in Å:
Cr  -0.56304  -0.40664  -0.45470
O  -2.56943  -0.58841  -3.52207
C  -3.11724  0.67019  -3.38017
C  -4.43094  0.82964  -3.80486
C  -5.05509  2.05542  -3.67708
C  -4.37080  3.13197  -3.12128
C  -3.07091  2.95804  -2.68940
C  -2.42000  1.72626  -2.79190
C  -0.97255  1.62265  -2.32654
O  -0.54098  0.29651  -2.17244
N  -0.77556  2.34130  -1.04654
N  -0.49770  1.56261  0.02348
C  -0.15546  2.04854  1.15924
C  0.08733  1.20533  2.31144
Br  -0.59144  -0.59863  2.15628
C  0.63041  1.55466  3.48176
C  1.26962  2.83756  3.77755
C  1.10365  3.38162  5.05359
C  1.67100  4.60428  5.36601
C  2.43413  5.27715  4.42005
C  2.63988  4.72360  3.16358
C  2.06062  3.50776  2.84004
H  -1.61671  -0.48044  -3.35811
H  -4.93503  -0.01660  -4.25292
H  -6.07412  2.17579  -4.01928
H  -4.84860  4.09749  -3.03231
H  -2.54566  3.80191  -2.25740
H  -0.32178  2.11764  -3.05595
H  -0.33288  3.24901  -1.05640
H  -0.05205  3.12108  1.30086
H  0.58644  0.83881  4.29663
H  0.51596  2.85268  5.79407
H  1.52809  5.02868  6.35029
H  2.88766  6.22667  4.67070
H  3.26635  5.23211  2.44318
H  2.27235  3.05063  1.88018
N  -2.66178  -0.42791  -0.43821
C  -3.38973  -1.57404  0.17132
C  -3.05121  -2.87672  -0.53106
C  -1.61042  -3.32444  -0.35895
N  -0.66631  -2.40625  -1.05846
H  -3.01593  0.44335  -0.04840
H  -2.90745  -0.39941  -1.43135
H  -4.46171  -1.38683  0.10649
H  -3.13357  -1.62572  1.23035
H  -3.28934  -2.79832  -1.59750
H  -3.70093  -3.65647  -0.13203
H  -1.48309  -4.33540  -0.74698
H  -1.33471  -3.34280  0.69820
H  -0.90831  -2.38277  -2.04884
H  0.28069  -2.77859  -1.01276
C  2.29787  -2.52231  -2.58058
N  2.47236  -2.83918  -1.15905
C  2.57923  -4.27415  -0.87971
C  2.63299  -1.88816  -0.21060
S  1.88876  -0.32965  -0.41330
N  3.41490  -2.13601  0.83892
C  3.30990  -1.41006  2.10591
C  4.57571  -3.03385  0.76836
H  3.14784  -2.91940  -3.13755
H  2.23613  -1.45001  -2.72387
H  1.39621  -3.00130  -2.96875
H  1.76389  -4.77495  -1.40410
H  2.47532  -4.45866  0.18566
H  3.51545  -4.70318  -1.23553
H  3.03858  -2.10935  2.89866
H  2.56721  -0.62601  2.02716
H  4.27500  -0.96678  2.34683
H  4.83505  -3.23289  -0.26525
H  4.40368  -3.96981  1.29875
H  5.41219  -2.51890  1.23667

Atomic partial charges in e from the Mulliken method, atoms 1 to 8: atom 1 (Cr): 0.110, atom 2 (O): -0.681, atom 3 (C): 0.211, atom 4 (C): -0.733, atom 5 (C): -0.444, atom 6 (C): -0.806, atom 7 (C): -0.781, atom 8 (C): 0.600

2.
Below is a single C3H6N2 molecule in a non-equilibrium geometry, with properties calculated with ωB97M-V/def2-TZVPD.

## Properties
- energy above the lowest of the compared OMol25 structures with the same formula, charge and spin (kJ/mol) = 136.3
- E_LUMO (eV) = 0.941
- strongest force on any atom (eV Å⁻¹) = 2.38
- 2S+1 = 1
- SMILES = CNCC#N

Atoms and positions in Å:
C  1.32642  -0.45170  -0.21676
N  0.41129  0.25214  0.67262
C  -0.73552  0.75094  -0.01573
C  -1.78415  -0.28206  -0.15005
N  -2.55220  -1.14590  -0.17174
H  0.81471  -1.02609  -1.02078
H  1.97927  -1.17579  0.28392
H  1.83560  0.47790  -0.44089
H  0.29502  -0.10021  1.59989
H  -1.15195  1.62687  0.48572
H  -0.43851  1.07390  -1.02618

Atomic partial charges in e from the Mulliken method, atoms 1 to 8: atom 1 (C): -0.841, atom 2 (N): -0.301, atom 3 (C): -0.541, atom 4 (C): 0.384, atom 5 (N): -0.403, atom 6 (H): 0.233, atom 7 (H): 0.313, atom 8 (H): 0.345

3.
Below is a single C8H15BN2O molecule in a non-equilibrium geometry, with properties calculated with ωB97M-V/def2-TZVPD.

## Properties
- energy above the lowest of the compared OMol25 structures with the same formula, charge and spin (kJ/mol) = 11.7
- E_LUMO (eV) = 0.721
- strongest force on any atom (eV Å⁻¹) = 4.51
- 2S+1 = 1
- SMILES = CB(OC(C)C)c1nccn1C

Atoms and positions in Å:
C  -0.06145  -2.42362  -0.16770
B  -0.19727  -0.79773  -0.19645
O  0.84903  0.07768  -0.09838
C  2.15477  -0.06317  0.31006
C  2.82712  -0.91488  -0.72469
C  2.72648  1.38600  0.58262
C  -1.65756  -0.26179  -0.20188
N  -2.64613  -1.15346  -0.09840
C  -3.80213  -0.49026  -0.01809
C  -3.45660  0.84300  0.13348
N  -2.11800  0.96780  0.06916
C  -1.43857  2.21697  0.00548
H  0.77172  -2.98785  0.42710
H  0.09201  -2.83568  -1.14392
H  -0.95342  -2.95370  0.32040
H  2.12172  -0.58399  1.26459
H  2.69479  -0.31326  -1.65977
H  3.90027  -1.06874  -0.43040
H  2.19091  -1.88206  -0.92935
H  3.30123  1.49824  1.53401
H  1.81997  2.06871  0.74736
H  3.46465  1.72448  -0.26086
H  -4.67791  -0.98535  0.02776
H  -4.07077  1.57732  0.42368
H  -1.70031  2.63370  1.05019
H  -0.38572  1.99020  -0.10691
H  -1.74884  2.73143  -0.85909

Atomic partial charges in e from the Mulliken method, atoms 1 to 8: atom 1 (C): -1.234, atom 2 (B): 0.418, atom 3 (O): -0.511, atom 4 (C): 0.404, atom 5 (C): -1.205, atom 6 (C): -1.054, atom 7 (C): 0.145, atom 8 (N): -0.431

4.
Below is a molecular structure, C5H8O2, with properties calculated with ωB97M-V/def2-TZVPD.

## Properties
- energy above the lowest of the compared OMol25 structures with the same formula, charge and spin (kJ/mol) = 477.3
- E_LUMO (eV) = -0.757
- strongest force on any atom (eV Å⁻¹) = 0.38
- 2S+1 = 1

Atoms and positions in Å:
C  -2.29169  -0.07097  -0.03435
C  -1.01951  0.70691  0.24456
O  -0.16971  0.16677  1.28027
C  0.92325  0.40615  0.37835
C  1.79888  -0.81581  0.05744
C  0.06360  0.78567  -0.78541
O  2.59927  -0.52866  -1.05726
H  -2.06592  -1.12289  -0.22902
H  -2.96811  -0.01430  0.82287
H  -2.78799  0.35464  -0.91190
H  -1.26492  1.76454  0.46745
H  1.56349  1.24623  0.69239
H  2.46378  -1.03244  0.89776
H  1.14497  -1.68810  -0.08989
H  2.01058  -0.15773  -1.73327

Atomic partial charges in e from the Mulliken method, atoms 1 to 8: atom 1 (C): -1.328, atom 2 (C): 0.629, atom 3 (O): -0.468, atom 4 (C): 0.281, atom 5 (C): -0.514, atom 6 (C): -0.614, atom 7 (O): -0.475, atom 8 (H): 0.292